45
Properties=species:S:1:pos:R:3:forces:R:3 method="wB97M-V/def2-TZVPD" largest_force_ev_per_a=4.079 relative_energy_kcal_mol=21.9 orbital_gap_ev=7.085 total_charge=+2
Ir -0.76209 0.20802 -0.69625 -0.178 2.349 3.330
S -2.68074 -3.79390 -1.86592 -0.007 -0.011 0.086
S -2.85276 1.44678 -0.59393 0.079 -1.049 -0.881
F 1.71148 2.01150 -1.77001 0.127 -0.039 -0.116
F -0.13409 3.09636 -2.03988 -0.092 0.079 -0.183
F 0.66525 -0.17423 -3.04294 0.106 0.037 -0.155
F -1.19889 0.89422 -3.38450 -0.030 0.053 -0.088
F 1.01801 2.48078 -3.76371 -0.023 -0.070 -0.114
N -0.21451 1.94217 0.51859 -0.069 -0.622 -1.607
N 1.22813 -0.16396 0.09466 -0.338 -1.039 -1.673
N -1.06376 3.00930 0.59421 -0.037 0.247 0.236
N -2.93749 4.04039 -0.22294 -0.038 0.121 0.090
N -1.49797 -1.72962 -0.95142 0.345 0.671 -0.851
C -1.96204 -4.98723 0.59325 -0.035 -0.113 -0.028
C 1.25661 2.91544 2.23133 0.018 0.046 -0.096
C 1.78334 0.82289 0.81140 -0.009 0.065 0.207
C 0.87816 1.92105 1.18664 0.171 0.115 0.279
C -1.97976 -3.90375 -0.28172 -0.001 0.163 -0.106
C 3.36897 -1.17213 -0.17947 -0.043 -0.025 0.103
C -0.74927 -2.53888 1.29523 -0.027 0.104 -0.050
C 1.99834 -1.14161 -0.39144 0.143 -0.025 0.216
C 3.13282 0.84204 1.08730 0.110 0.024 0.137
C 0.63307 2.12251 -2.56169 -0.024 0.070 0.156
C -0.14988 0.78737 -2.55982 -0.131 -0.612 1.072
C -2.15441 -2.18889 -1.98429 -0.096 -0.224 -0.091
C -0.72017 -3.61647 2.15218 0.014 0.057 0.000
C -2.23468 2.94024 -0.05940 -0.036 -0.232 0.012
C -1.31819 -4.83419 1.80050 -0.015 -0.019 0.033
C -1.37832 -2.69014 0.05826 0.027 -0.108 -0.019
C 3.94135 -0.17039 0.57985 0.029 -0.019 -0.015
H -0.23293 -3.51845 3.11289 -0.019 -0.025 -0.003
H 3.56600 1.64902 1.66209 -0.032 -0.032 0.032
H 1.50266 -1.92150 -0.95236 -0.036 0.056 -0.056
H 3.96278 -1.97021 -0.60199 -0.021 -0.005 0.007
H 5.00485 -0.16986 0.77728 -0.002 0.041 -0.018
H 0.38135 3.39018 2.67207 0.014 -0.017 0.024
H 1.80249 2.41553 3.02982 -0.001 0.025 0.001
H 1.90919 3.69068 1.81831 -0.021 -0.016 -0.015
H -1.28059 -5.66572 2.49053 -0.011 0.015 0.010
H -2.61307 4.94953 0.07205 -0.055 -0.009 0.074
H -2.44110 -5.92112 0.33182 0.028 -0.002 -0.006
H -2.35119 -1.60140 -2.87022 0.054 0.057 0.044
H -0.30103 -1.59217 1.56955 0.019 -0.044 0.088
H -0.70830 3.89308 0.93124 0.132 -0.010 -0.047
H -3.82762 3.99673 -0.69712 0.010 -0.028 -0.017